Entry 1:
DFT (ωB97M-V/def2-TZVPD) results for a cluster of 10 separate species, C25H73N11O13 in total at a distorted geometry.

XYZ file:
```
122
Properties=species:S:1:pos:R:3
C -2.20653 0.76934 3.42902
O -1.11332 1.18801 4.21980
C 0.04832 0.42663 3.93715
C 0.92663 0.37447 5.17999
N 1.41641 1.76365 5.34733
C 2.16666 2.01214 6.57772
C 3.27583 0.96528 6.84216
O 2.88915 -0.33715 7.28283
C 2.12440 -0.29632 8.47551
H -2.50429 -0.26297 3.66050
H -1.82903 0.66425 2.40609
H -3.09241 1.39183 3.51088
H 0.66620 0.58110 3.04894
H -0.26184 -0.61983 3.79044
H 1.77485 -0.27042 4.97011
H 0.32917 0.13717 6.06520
H 0.60951 2.37480 5.33311
H 1.42290 2.14347 7.37165
H 2.66682 2.97225 6.41980
H 4.07539 1.29458 7.51646
H 3.81470 0.77953 5.90764
H 1.72824 -1.29524 8.67846
H 1.16824 0.19269 8.27255
H 2.65074 0.11909 9.33415
C 3.25828 -1.89032 -3.88928
O 2.12289 -1.52086 -4.66912
C 1.61770 -0.23445 -4.33445
C 0.25404 -0.03329 -4.98702
N -0.84716 -0.80549 -4.36299
C -1.90003 -1.21399 -5.28495
C -2.68962 -0.05000 -5.96971
O -1.88872 0.52258 -7.01622
C -1.86747 -0.26860 -8.17615
H 2.86285 -1.96697 -2.87128
H 4.18685 -1.33553 -4.00942
H 3.46046 -2.93397 -4.14008
H 2.30525 0.56570 -4.62275
H 1.54594 -0.18430 -3.24005
H 0.33738 -0.23197 -6.05058
H 0.04830 1.01621 -4.74960
H -1.31644 -0.15502 -3.73962
H -2.60372 -1.78774 -4.66851
H -1.54807 -1.97182 -5.98512
H -2.75257 0.76936 -5.25469
H -3.63750 -0.44705 -6.33760
H -1.40923 0.33398 -8.96259
H -2.88342 -0.48704 -8.52904
H -1.30726 -1.20233 -8.07584
C -5.05975 -2.03848 -2.91155
O -4.63689 -2.10704 -1.58451
C -3.23955 -2.12047 -1.41426
C -2.82394 -2.28279 0.04442
N -3.87664 -1.80283 0.95699
C -4.29391 -2.72928 2.03666
C -5.18072 -1.98027 2.99017
O -6.49695 -2.02444 2.41888
C -7.19431 -0.78171 2.33155
H -6.12975 -2.09579 -3.09624
H -4.63041 -2.86026 -3.50201
H -4.70303 -1.16222 -3.47111
H -2.78640 -1.17090 -1.73320
H -2.74063 -2.87431 -2.03214
H -1.88774 -1.77367 0.27672
H -2.66709 -3.33470 0.31769
H -4.69085 -1.57355 0.40680
H -3.36714 -2.94187 2.57863
H -4.80086 -3.56337 1.55040
H -4.75160 -0.98938 3.14677
H -5.30059 -2.50985 3.94272
H -8.16449 -0.92415 2.81225
H -7.35817 -0.57724 1.27025
H -6.65283 0.04249 2.79385
N 6.38815 1.31031 0.09435
C 5.34931 0.42941 0.05016
N 4.12318 1.01135 0.27401
O 5.46156 -0.78267 -0.07669
H 6.38488 2.23303 0.48292
H 7.26963 0.92513 -0.19840
H 3.26193 0.51713 0.43441
H 4.13396 1.99367 0.06173
N 1.46885 5.17248 0.04982
C 0.84422 4.12753 -0.52896
N -0.13089 3.53828 0.21913
O 1.12185 3.74466 -1.67743
H 1.24204 5.57433 0.93681
H 2.38778 5.24072 -0.36291
H -0.70718 2.83645 -0.22712
H -0.25200 3.87230 1.15537
N -3.24891 2.18208 -2.76035
C -1.95387 2.30122 -2.31044
N -1.18142 3.14297 -3.03965
O -1.59633 1.61557 -1.34595
H -3.75987 1.38738 -2.42178
H -3.61439 2.84227 -3.41883
H -0.19200 3.12600 -2.80196
H -1.51575 3.32602 -3.96602
N 3.98589 4.29505 1.87143
C 3.60212 3.62137 3.00010
N 3.15700 2.35919 2.80654
O 3.63675 4.18033 4.09895
H 4.30859 5.23877 1.98600
H 3.75582 3.94976 0.96246
H 3.21384 1.84242 1.93506
H 2.69114 2.08657 3.67468
C 4.16678 -3.79252 -0.39685
O 5.10825 -4.74635 0.06300
H 3.40698 -4.13051 -1.10611
H 3.54622 -3.47693 0.45321
H 4.62673 -2.88511 -0.79086
H 5.38063 -4.41962 0.92268
C 0.35270 -3.72164 -2.55519
O 0.48768 -2.35226 -2.26485
H -0.61870 -3.97185 -3.00086
H 1.07926 -4.20714 -3.21433
H 0.38335 -4.19174 -1.57079
H 0.33937 -1.84814 -3.08600
C 1.01394 0.14607 -0.01381
O 2.00568 -0.78722 0.35608
H 0.89614 0.79569 0.85907
H 1.37345 0.78549 -0.82902
H 0.06546 -0.33197 -0.26046
H 2.08895 -1.48469 -0.30293
```

Values from the calculation:
Net charge: 0
HOMO energy (eV): -8.44
E (a.u.): -2576.6785
F_max (eV/A): 2.82
SMILES: COCCNCCOC.COCCNCCOC.COCCNCCOC.NC(N)=O.NC(N)=O.NC(N)=O.NC(N)=O.CO.CO.CO
ΔE to the lowest compared entry with this formula, charge and spin (eV): 1.1002
HOMO-LUMO gap (eV): 8.75

---

Entry 2:
DFT (ωB97M-V/def2-TZVPD) results for a cluster of 11 separate species, C25H74F3N13O13S in total at a distorted geometry.

XYZ file:
```
129
Properties=species:S:1:pos:R:3
O -2.67434 1.30049 0.64505
H -2.05830 0.82589 1.23388
H -2.60454 0.84237 -0.25026
H -2.38478 2.21382 0.40134
C 1.74428 -0.89774 -0.00411
F 2.98849 -0.48335 -0.16548
F 1.23080 -1.20174 -1.21286
F 1.77234 -2.00890 0.78578
S 0.76162 0.47353 0.70363
O 1.43834 0.64847 1.99457
O 0.92672 1.52118 -0.29730
O -0.59475 -0.07105 0.80099
C 0.68551 2.55335 -3.83916
O -0.06063 3.41175 -3.37604
N 1.30625 1.69692 -3.01432
N 0.83955 2.17348 -5.11628
H 1.12639 1.79768 -2.01733
H 2.24970 1.46944 -3.29031
H 0.26645 2.64210 -5.79914
H 1.66422 1.64871 -5.34790
C 1.73374 -0.89709 5.43716
O 1.46499 -1.62564 6.38273
N 2.36398 0.25527 5.71325
N 1.49955 -1.11519 4.17382
H 2.55583 0.60391 6.63557
H 2.60148 0.94774 5.01243
H 1.02242 -1.96421 3.89133
H 1.58747 -0.33003 3.54644
C 3.88668 3.06172 4.04554
O 4.62922 2.14968 3.75640
N 4.17039 4.29041 4.40809
N 2.53036 2.80323 4.00083
H 3.41530 4.83787 4.78459
H 5.07641 4.71864 4.32733
H 2.36367 2.07858 3.31579
H 1.88898 3.57783 4.06129
C -1.78491 0.87247 5.01898
O -2.33774 1.71742 5.72595
N -0.71080 1.13726 4.28958
N -2.20777 -0.37043 4.86939
H -0.29080 2.03981 4.43545
H -0.28084 0.49535 3.64586
H -1.72534 -1.00895 4.26169
H -3.08652 -0.56352 5.32113
C -2.39878 -2.64801 2.18439
C -1.64249 -3.54512 3.21591
C -2.01691 -5.05769 3.24803
O -3.38113 -5.10148 3.61728
C -3.87915 -6.40499 3.86935
N -0.21031 -3.37055 2.96857
H -2.35642 -3.09030 1.18443
H -2.00960 -1.63421 2.12383
H -3.47880 -2.64013 2.33919
H -1.96770 -3.13915 4.17536
H -1.37018 -5.57404 3.96301
H -1.84025 -5.55242 2.28705
H -3.19990 -7.23887 4.03586
H -4.50227 -6.61223 2.99122
H -4.69496 -6.34300 4.59148
H -0.01775 -3.42441 1.97266
H 0.28992 -4.21754 3.22463
C 3.66906 4.72960 0.85106
C 3.03272 4.95468 -0.51019
C 3.96095 4.42131 -1.63447
O 3.34402 4.47282 -2.92493
C 4.25015 4.36189 -4.00898
N 1.70929 4.35683 -0.51308
H 2.97426 5.11724 1.59796
H 4.67545 5.12054 0.99761
H 3.70685 3.66679 1.10367
H 2.82572 6.00490 -0.72716
H 4.38326 3.48527 -1.25687
H 4.80669 5.11565 -1.66558
H 4.82270 3.43734 -4.11161
H 4.95134 5.19907 -4.07152
H 3.73586 4.47189 -4.96566
H 1.56634 4.16000 -1.50408
H 1.73778 3.36894 -0.26412
C -2.07111 5.70815 -1.11411
C -2.55917 4.42389 -0.41107
C -3.91353 3.88963 -0.93475
O -4.68064 3.23139 0.08259
C -5.88458 2.71960 -0.46516
N -1.53637 3.40438 -0.74069
H -2.63353 6.63303 -0.96288
H -2.04945 5.60488 -2.20045
H -1.07034 5.95559 -0.75869
H -2.55322 4.63159 0.65942
H -3.85210 3.36466 -1.88959
H -4.45981 4.81733 -1.14077
H -6.52201 2.32378 0.32702
H -5.72213 1.81271 -1.05399
H -6.42852 3.51890 -0.97048
H -1.22146 3.59651 -1.68764
H -0.73174 3.72281 -0.20559
C -2.56476 0.57213 -4.13842
C -3.21818 0.25103 -2.76148
C -3.88615 -1.09922 -2.71009
O -2.91191 -2.16632 -2.86439
C -3.37807 -3.47299 -2.70298
N -2.13294 0.36707 -1.74383
H -1.91451 -0.24494 -4.44757
H -1.94905 1.46917 -4.03892
H -3.29988 0.90403 -4.87314
H -3.93379 1.06431 -2.63604
H -4.70394 -1.20489 -3.42680
H -4.38467 -1.24981 -1.74736
H -3.78913 -3.87112 -3.63155
H -4.17231 -3.49967 -1.94793
H -2.62561 -4.08847 -2.21021
H -1.55455 -0.46479 -1.80890
H -1.51011 1.09138 -2.08337
C 2.07121 -6.91931 -4.41544
C 3.13139 -7.20714 -3.32992
C 3.79031 -5.96665 -2.68087
O 2.79079 -5.07838 -2.09818
C 3.32864 -3.81904 -1.73689
N 2.38664 -7.94325 -2.30301
H 1.67349 -7.82367 -4.87659
H 2.56893 -6.34771 -5.20351
H 1.21153 -6.37530 -4.02614
H 3.99053 -7.74158 -3.74035
H 4.35738 -5.41048 -3.43082
H 4.46892 -6.22606 -1.86565
H 3.98824 -3.41555 -2.50585
H 3.62647 -3.89106 -0.69006
H 2.44925 -3.17362 -1.76376
H 1.50629 -8.28714 -2.66565
H 2.01441 -7.20894 -1.70717
```

Values from the calculation:
Net charge: 0
HOMO energy (eV): -8.36
E (a.u.): -3384.6763
F_max (eV/A): 3.68
ΔE to the lowest compared entry with this formula, charge and spin (eV): 0.0783
HOMO-LUMO gap (eV): 8.56

---

Entry 3:
DFT (ωB97M-V/def2-TZVPD) results for a cluster of 16 separate species, C25H74FNO18S in total at a distorted geometry.

XYZ file:
```
120
Properties=species:S:1:pos:R:3
C 1.66210 -0.61962 -0.20603
C 1.18000 0.36988 1.03882
C 0.36642 1.63484 0.38217
N -0.74890 2.18325 1.29709
C -1.92943 1.28241 1.00853
O -3.12220 1.54504 1.84887
C -4.23288 0.92219 1.05448
C -4.97880 1.77396 -0.15588
C -6.16608 1.04802 -1.04565
C -6.53989 -0.51879 -0.64564
C -5.82720 -1.36850 0.57880
C -4.64298 -0.63855 1.46923
S -1.00222 3.82020 0.68394
O -2.44684 4.34474 0.86594
O -0.05825 4.78205 1.50610
F -0.63148 3.89130 -1.02423
H 2.11469 0.01456 -1.10830
H 2.53740 -1.34548 0.12811
H 0.79224 -1.30044 -0.61700
H 0.61274 -0.19554 1.89345
H 2.18717 0.81891 1.48522
H -0.09538 1.26880 -0.63254
H 1.14391 2.52345 0.25651
H -1.65211 0.13786 1.20362
H -2.22334 1.33252 -0.14195
H -4.58726 2.87377 -0.32932
H -6.68527 1.64801 -1.91259
H -7.36875 -1.04024 -1.31642
H -6.14504 -2.47718 0.79445
H -4.10652 -1.20538 2.36901
C -5.22595 3.19408 4.13462
O -5.51472 2.02171 3.39527
H -6.01050 3.34664 4.87950
H -4.26398 3.07955 4.64004
H -5.19515 4.05314 3.45985
H -4.80218 1.91244 2.74283
C -0.62632 7.18173 -2.58045
O -0.72801 7.40080 -1.18540
H -0.47815 8.14151 -3.08095
H 0.22632 6.53024 -2.78672
H -1.54740 6.72100 -2.94594
H -0.85892 6.53227 -0.76844
C -6.32632 -4.56113 -2.10902
O -6.42801 -4.34206 -0.71398
H -6.17815 -3.60135 -2.60952
H -5.47368 -5.21261 -2.31529
H -7.24740 -5.02185 -2.47451
H -6.55892 -5.21058 -0.29701
C 2.30334 -1.14617 -4.39483
O 3.19942 -1.08189 -3.30057
H 1.30753 -1.40029 -4.02413
H 2.26687 -0.17518 -4.89464
H 2.63656 -1.91615 -5.09507
H 4.07381 -0.85490 -3.66008
C 1.93981 -4.71933 -2.28250
O 1.88470 -3.32869 -2.02254
H 1.24385 -5.23334 -1.61537
H 1.65375 -4.90864 -3.31994
H 2.95333 -5.08511 -2.10020
H 2.51207 -2.89947 -2.62877
C 5.07368 -1.62530 -6.91402
O 4.97199 -1.40622 -5.51898
H 5.22185 -0.66552 -7.41452
H 5.92632 -2.27678 -7.12029
H 4.15260 -2.08602 -7.27951
H 4.84108 -2.27475 -5.10201
C -2.57813 -2.61010 -2.55085
O -2.74648 -3.67378 -1.63175
H -1.51549 -2.50504 -2.78193
H -3.12840 -2.83003 -3.46889
H -2.94569 -1.68181 -2.10653
H -3.69830 -3.74290 -1.44575
C -9.17814 -2.12033 2.79994
O -9.12324 -0.79398 2.30775
H -9.84538 -2.70767 2.16476
H -8.17789 -2.55965 2.77843
H -9.56341 -2.11480 3.82258
H -8.52441 -0.29724 2.89085
C 0.46773 -0.24524 5.12587
O 1.61952 -0.85803 4.57602
H 0.10123 0.51212 4.42893
H -0.30770 -0.99904 5.28226
H 0.72517 0.23058 6.07538
H 1.92178 -1.52464 5.21604
C 4.68111 -2.92380 4.57413
O 3.34514 -3.01938 4.11530
H 5.06367 -3.92903 4.76593
H 5.29610 -2.44185 3.81027
H 4.70887 -2.34300 5.49941
H 3.03283 -2.11290 3.95375
C 7.54569 -0.37386 -9.53641
O 6.39319 0.35106 -9.14821
H 7.26111 -1.40746 -9.74692
H 7.97334 0.07454 -10.43642
H 8.27777 -0.35776 -8.72520
H 6.67662 1.26351 -8.96805
C 7.38111 -0.12880 5.46913
O 6.04514 -0.22438 5.01030
H 7.76367 -1.13403 5.66093
H 7.99610 0.35315 4.70527
H 7.40887 0.45200 6.39441
H 5.73283 0.68210 4.84875
C 3.04524 7.58934 -0.97765
O 2.87689 6.52567 -0.05856
H 4.10788 7.69440 -1.20873
H 2.49497 7.36941 -1.89569
H 2.67767 8.51763 -0.53333
H 1.92507 6.45654 0.12745
C 5.44569 -0.19004 0.13271
O 4.29319 0.53489 0.52091
H 5.16111 -1.22364 -0.07780
H 5.87334 0.25837 -0.76730
H 6.17777 -0.17393 0.94392
H 4.57662 1.44733 0.70106
C -3.00831 -2.32529 5.65979
O -1.94888 -1.99909 6.54051
H -2.66050 -2.21622 4.62985
H -3.31931 -3.35895 5.82950
H -3.84830 -1.64782 5.83211
H -2.28699 -2.10492 7.44595
```

Values from the calculation:
Net charge: 0
HOMO energy (eV): -8.58
E (a.u.): -2903.2933
F_max (eV/A): 7.87
HOMO-LUMO gap (eV): 7.78

---

Entry 4:
DFT (ωB97M-V/def2-TZVPD) results for a cluster of 13 separate species, C25H76N2O13 in total at a distorted geometry.

XYZ file:
```
116
Properties=species:S:1:pos:R:3
C -18.36280 -10.69484 -17.58032
O -18.06085 -11.66721 -18.26555
N -17.48386 -9.85242 -17.08495
N -19.56634 -10.44571 -17.20312
H -16.53439 -9.98405 -17.40321
H -17.77916 -9.03531 -16.56995
H -19.72084 -9.65532 -16.59360
H -20.31534 -11.09115 -17.40929
C -16.28843 -9.55114 -26.94739
C -16.61374 -10.36888 -25.74720
O -17.91573 -10.79747 -25.91831
H -16.03826 -10.15626 -27.81879
H -15.30826 -9.08031 -26.87191
H -16.99332 -8.76656 -27.22246
H -16.43936 -9.78571 -24.84299
H -16.03908 -11.27871 -25.57377
H -18.20575 -11.06097 -25.04193
C -20.52867 -4.80132 -18.33523
C -19.51999 -3.65925 -18.53483
O -19.16110 -3.18530 -17.24411
H -21.47280 -4.51910 -17.86932
H -20.10323 -5.58004 -17.70224
H -20.76894 -5.32907 -19.25819
H -19.88406 -2.92109 -19.24945
H -18.61352 -4.18349 -18.83744
H -18.47423 -3.76121 -16.90039
C -23.57818 -8.70420 -17.85458
C -23.13785 -7.66668 -18.85612
O -24.27928 -6.89294 -19.05192
H -24.03286 -8.23101 -16.98427
H -22.68560 -9.25190 -17.55219
H -24.32033 -9.35878 -18.31156
H -22.78326 -8.15307 -19.76484
H -22.39926 -7.03723 -18.35976
H -24.02102 -6.16565 -19.62283
C -23.74871 -5.38915 -23.06000
C -22.74262 -5.40070 -21.91965
O -23.34898 -5.02256 -20.70644
H -23.40327 -5.71112 -24.04240
H -24.16994 -4.38491 -23.10671
H -24.62751 -5.99890 -22.85018
H -21.83474 -4.92488 -22.29040
H -22.38871 -6.42223 -21.78060
H -23.27130 -4.07324 -20.58661
C -23.37600 -9.07582 -23.51868
C -22.02133 -8.85017 -24.20193
O -22.17512 -9.01432 -25.62827
H -23.97184 -8.16440 -23.46980
H -23.15450 -9.47306 -22.52811
H -23.84965 -9.93200 -23.99900
H -21.27335 -9.58136 -23.89535
H -21.52327 -7.93134 -23.89243
H -21.37478 -8.58172 -25.93475
C -19.04361 -4.49818 -22.55042
C -19.44429 -3.17897 -23.12367
O -19.15083 -3.05804 -24.46182
H -19.51195 -5.37681 -22.99401
H -19.20040 -4.69388 -21.48966
H -17.96972 -4.63850 -22.67354
H -18.98997 -2.36332 -22.56117
H -20.50986 -2.98805 -22.99631
H -19.48413 -2.21976 -24.79015
C -19.83629 -8.68080 -20.48618
C -19.09347 -7.86636 -21.46974
O -18.23601 -8.71427 -22.18005
H -20.52566 -9.40307 -20.92345
H -20.47527 -8.04085 -19.87769
H -19.20021 -9.23960 -19.79970
H -18.48050 -7.12614 -20.95550
H -19.85760 -7.45456 -22.12899
H -17.78107 -8.19201 -22.84479
C -19.54839 -13.49404 -23.70474
C -19.23290 -12.31461 -22.81142
O -19.33905 -11.07327 -23.46454
H -19.30834 -14.46610 -23.27395
H -19.05469 -13.42335 -24.67395
H -20.60371 -13.48024 -23.97716
H -18.28176 -12.39939 -22.28582
H -19.90633 -12.10425 -21.98055
H -19.08691 -10.42200 -22.80585
C -14.63440 -9.83944 -18.71421
C -15.64422 -10.00357 -19.83947
O -16.35337 -8.84077 -20.09779
H -14.94317 -9.35788 -17.78638
H -13.85093 -9.21526 -19.14395
H -14.06699 -10.73811 -18.47230
H -16.42261 -10.74872 -19.67530
H -15.06241 -10.22485 -20.73425
H -17.11387 -9.02420 -20.65420
C -15.57843 -4.04269 -18.97869
C -15.47475 -5.54140 -19.23713
O -16.49284 -6.32718 -18.68013
H -16.19150 -3.47169 -19.67598
H -14.55654 -3.66763 -19.03505
H -15.92488 -3.83224 -17.96686
H -14.57260 -6.05744 -18.90859
H -15.51310 -5.70685 -20.31381
H -16.36542 -7.16974 -19.12223
C -15.70525 -6.91959 -23.78673
C -16.64843 -6.70132 -24.97563
O -17.81761 -7.40019 -24.66480
H -15.96157 -6.47544 -22.82489
H -14.72190 -6.51848 -24.03214
H -15.59406 -7.98734 -23.59792
H -16.22068 -6.91221 -25.95575
H -16.88589 -5.63816 -24.93796
H -18.26333 -7.68592 -25.46560
C -22.29516 -12.57246 -20.22748
C -22.87868 -11.80873 -19.01172
O -21.99664 -11.89529 -17.89977
H -22.08051 -13.59476 -19.91613
H -21.35746 -12.18236 -20.62326
H -22.91696 -12.48345 -21.11829
H -23.79694 -12.31727 -18.71798
H -23.07831 -10.75653 -19.21456
H -22.15182 -12.72665 -17.44551
```

Values from the calculation:
Net charge: 0
HOMO energy (eV): -9.52
E (a.u.): -2085.5875
F_max (eV/A): 4.47
ΔE to the lowest compared entry with this formula, charge and spin (eV): 3.5320
HOMO-LUMO gap (eV): 9.83